No. 1
The following is a DFT calculation (ωB97M-V/def2-TZVPD) of C6H10O in the gas phase at a distorted geometry.

Last column: Löwdin charge in e.
Atoms and positions in Å:
C1 0.437026 1.530672 -0.292944  -0.107
C2 1.276995 1.164967 -1.250901  -0.267
C3 -0.332672 0.421113 0.438919  -0.339
C4 -0.057925 -0.825053 -0.265953  -0.069
C5 0.132469 0.271086 1.938531  -0.045
C6 -1.167205 -1.536687 -0.957850  -0.039
O1 1.245429 -0.122160 -1.645046  -0.108
H1 0.395045 2.581991 -0.021290  0.095
H2 1.902962 1.980248 -1.697302  0.127
H3 -1.347984 0.814008 0.369053  0.135
H4 0.741847 -1.524403 0.057285  0.146
H5 -0.507759 0.852774 2.604077  0.075
H6 1.204711 0.512573 2.092152  0.086
H7 0.358914 -0.787111 2.154464  0.068
H8 -2.008390 -0.968936 -1.156983  0.060
H9 -1.411647 -2.524141 -0.464686  0.119
H10 -0.861817 -1.840940 -1.901528  0.063

Forces on the atoms, in the same order (eV/Å):
0.4 0.7 0.7
-0.7 -0.7 -0.3
1.4 1.8 1.1
1.7 -0.5 -2.6
1.3 -0.4 -0.7
1.0 -1.7 1.3
-1.0 0.0 1.4
-0.3 -0.2 0.4
-0.3 -1.4 -0.1
-0.4 -1.0 0.2
-0.6 0.9 0.2
0.2 -0.6 0.2
-0.6 1.2 -0.5
-1.6 0.0 0.5
-1.8 1.3 0.2
0.1 1.2 -0.1
1.0 -0.7 -1.9

Results
- frontier orbital gap (eV) = 8.470
- strongest force on any atom (eV Å⁻¹) = 3.13
- total energy (eV) = -8428.3975
- HOMO energy (eV) = -7.814
- ΔE to the lowest compared entry with this formula, charge and spin (kcal/mol) = 65.6

No. 2
The following is a DFT calculation (ωB97M-V/def2-TZVPD) of C3H7N3O2 in the gas phase at a distorted geometry.

Last column: Löwdin charge in e.
Atoms and positions in Å:
N1 2.230069 0.312023 1.332302  0.158
C1 0.902011 0.656985 1.428117  -0.520
O1 0.387413 1.006275 2.460673  0.075
C2 0.144922 0.719248 0.103060  -0.119
N2 0.034157 -0.586734 -0.488050  0.071
C3 -1.049463 -1.040180 -1.208923  -0.622
N3 -2.203084 -0.305366 -1.158138  0.165
O2 -1.040484 -2.108909 -1.775740  0.044
H1 2.743321 0.098060 2.172205  0.109
H2 2.546134 -0.179782 0.507516  0.095
H3 0.598198 1.457206 -0.590039  0.132
H4 -0.814483 1.201745 0.254707  0.109
H5 0.787642 -1.224427 -0.563048  0.125
H6 -2.236530 0.640333 -0.858260  0.069
H7 -3.029822 -0.646477 -1.616383  0.109

Forces on the atoms, in the same order (eV/Å):
-0.2 -0.4 -0.5
0.2 0.7 -0.2
-0.1 -0.1 0.3
0.6 0.6 -0.6
-1.4 0.4 -0.5
-0.8 -0.1 0.4
0.0 0.4 0.0
0.5 -0.6 -0.4
-0.2 0.1 0.1
0.0 0.2 0.1
0.5 -0.4 0.3
-0.2 -0.6 0.6
0.8 -0.2 0.0
0.0 0.4 0.2
0.3 -0.3 -0.1

Results
- frontier orbital gap (eV) = 10.221
- strongest force on any atom (eV Å⁻¹) = 1.55
- total energy (eV) = -11790.8531
- HOMO energy (eV) = -9.632
- ΔE to the lowest compared entry with this formula, charge and spin (kcal/mol) = 10.6

No. 3
The following is a DFT calculation (ωB97M-V/def2-TZVPD) of a 2-piece molecular cluster, C4H7NO2 overall at a distorted geometry.

Last column: Löwdin charge in e.
Atoms and positions in Å:
C1 1.570188 -0.079540 -1.222657  -0.052
C2 0.211342 0.103701 -0.559742  -0.459
C3 -0.169698 -0.944635 0.463849  -0.181
N1 -0.919181 -0.622350 1.432920  0.061
C4 -2.550513 0.881887 0.657999  -0.024
O1 -2.647849 1.655143 1.487912  0.025
O2 0.053685 1.421204 -0.083486  -0.060
H1 2.380754 0.077742 -0.503346  0.083
H2 1.670774 0.670146 -2.012864  0.082
H3 1.683608 -1.071922 -1.672842  0.079
H4 -0.572141 -0.006351 -1.327440  0.147
H5 0.461731 1.477491 0.792486  0.104
H6 0.076093 -1.984345 0.220035  0.121
H7 -1.323773 -1.413255 1.931851  0.074

Forces on the atoms, in the same order (eV/Å):
0.1 0.0 0.0
0.1 0.0 -0.1
-0.5 0.0 0.0
0.6 -0.3 0.0
-0.8 1.3 0.6
0.0 -0.6 -0.8
0.2 0.0 0.3
-0.1 -0.1 -0.1
0.0 -0.1 0.1
0.0 0.1 0.1
0.1 0.0 0.0
-0.2 0.0 -0.1
0.1 0.1 -0.1
0.5 -0.1 0.1

Results
- frontier orbital gap (eV) = 10.701
- strongest force on any atom (eV Å⁻¹) = 1.57
- total energy (eV) = -9845.2208
- HOMO energy (eV) = -9.850
- ΔE to the lowest compared entry with this formula, charge and spin (kcal/mol) = 47.5

No. 4
The following is a DFT calculation (ωB97M-V/def2-TZVPD) of C18H17N5O2 in the gas phase at a distorted geometry.

Last column: Löwdin charge in e.
Atoms and positions in Å:
C1 -2.029051 3.322094 4.896066  -0.045
C2 -1.733970 3.028054 3.469691  -0.324
O1 -1.253701 1.695947 3.423426  -0.065
C3 -1.270896 1.152405 2.144779  -0.201
C4 -0.616507 -0.142973 2.028123  0.042
C5 -0.406547 -0.650159 0.648162  0.007
C6 -0.970833 -0.068443 -0.503494  -0.171
C7 -0.731603 -0.537093 -1.902319  -0.334
N1 -0.895611 0.227816 -2.896481  0.121
C8 -0.468635 -0.109450 -4.113750  -0.064
C9 0.287740 -1.284918 -4.251613  -0.014
C10 0.396100 -2.082422 -3.159597  -0.173
C11 1.150993 -3.454912 -3.274820  -0.160
C12 1.291460 -4.200630 -2.051189  0.003
C13 2.048314 -5.378692 -2.045572  -0.062
C14 2.586366 -5.860348 -3.231859  -0.080
C15 2.551074 -5.022949 -4.331691  -0.147
N2 1.807863 -3.889526 -4.378145  0.093
N3 -0.060086 -1.683300 -1.939031  0.179
C16 -1.639780 1.113772 -0.358358  -0.044
C17 -1.766669 1.759944 0.879119  0.023
C18 -0.616416 3.974482 2.914380  -0.504
O2 -0.848983 5.100606 2.662900  0.093
N4 0.659166 3.598887 3.134019  -0.007
N5 1.814089 4.428929 2.993533  0.032
H1 -2.866592 2.697335 5.423627  0.122
H2 -1.189072 2.964697 5.503945  0.088
H3 -2.288530 4.375859 5.055169  0.093
H4 -2.747531 3.099095 2.846214  0.183
H5 -0.178093 -0.683694 2.834275  0.090
H6 0.328213 -1.423962 0.528841  0.087
H7 -0.532324 0.726337 -4.837877  0.123
H8 0.644118 -1.569931 -5.250167  0.115
H9 0.817610 -3.852474 -1.211009  0.065
H10 2.172921 -5.933362 -1.179823  0.081
H11 3.239329 -6.791626 -3.288375  0.127
H12 3.112220 -5.291080 -5.240454  0.108
H13 -2.126721 1.422066 -1.201223  0.080
H14 -2.284016 2.717441 0.900832  0.097
H15 0.854524 2.549189 3.063353  0.174
H16 1.597964 5.392247 3.268069  0.083
H17 2.162108 4.564742 2.028327  0.089

Forces on the atoms, in the same order (eV/Å):
-1.2 -0.9 2.4
-1.6 -0.4 -1.9
-0.7 -0.6 -1.8
1.0 -1.8 -2.0
-0.9 1.8 -4.3
-0.4 1.1 2.2
0.5 -0.2 0.9
2.2 -2.4 3.2
-1.6 2.8 -2.8
1.3 0.3 1.1
-1.2 1.3 -2.5
0.7 -1.7 1.3
0.9 -1.0 1.8
1.1 -0.5 -3.2
-1.1 1.1 -1.7
1.8 -0.4 0.0
-1.1 0.5 -0.4
-0.2 0.8 0.5
0.6 -2.0 -1.8
0.1 -0.2 3.3
0.4 -0.7 2.1
0.0 -1.1 1.8
-1.5 3.5 -1.3
1.8 -3.4 -0.6
-0.1 0.4 -0.4
1.0 1.0 -1.7
0.3 0.8 -0.1
0.4 -0.3 0.0
2.3 0.2 1.1
0.2 0.0 0.6
-0.2 -0.6 0.0
-0.2 -1.1 0.0
0.1 0.0 0.7
-0.9 0.8 2.0
0.1 -0.9 1.7
-1.1 1.3 0.2
-0.5 0.3 0.4
-1.1 1.6 -1.9
0.2 -0.2 0.1
-0.1 2.3 0.5
-0.4 -0.6 0.3
-0.8 -0.7 0.3

Results
- frontier orbital gap (eV) = 8.392
- strongest force on any atom (eV Å⁻¹) = 4.74
- total energy (eV) = -30484.6064
- HOMO energy (eV) = -8.539
- ΔE to the lowest compared entry with this formula, charge and spin (kcal/mol) = 116.6

Q: The lowest HOMO energy belongs to which entry?
A: C4H7NO2

Please write out number 3 again, unchanged.
The following is a DFT calculation (ωB97M-V/def2-TZVPD) of a 2-piece molecular cluster, C4H7NO2 overall at a distorted geometry.

Last column: Löwdin charge in e.
Atoms and positions in Å:
C1 1.570188 -0.079540 -1.222657  -0.052
C2 0.211342 0.103701 -0.559742  -0.459
C3 -0.169698 -0.944635 0.463849  -0.181
N1 -0.919181 -0.622350 1.432920  0.061
C4 -2.550513 0.881887 0.657999  -0.024
O1 -2.647849 1.655143 1.487912  0.025
O2 0.053685 1.421204 -0.083486  -0.060
H1 2.380754 0.077742 -0.503346  0.083
H2 1.670774 0.670146 -2.012864  0.082
H3 1.683608 -1.071922 -1.672842  0.079
H4 -0.572141 -0.006351 -1.327440  0.147
H5 0.461731 1.477491 0.792486  0.104
H6 0.076093 -1.984345 0.220035  0.121
H7 -1.323773 -1.413255 1.931851  0.074

Forces on the atoms, in the same order (eV/Å):
0.1 0.0 0.0
0.1 0.0 -0.1
-0.5 0.0 0.0
0.6 -0.3 0.0
-0.8 1.3 0.6
0.0 -0.6 -0.8
0.2 0.0 0.3
-0.1 -0.1 -0.1
0.0 -0.1 0.1
0.0 0.1 0.1
0.1 0.0 0.0
-0.2 0.0 -0.1
0.1 0.1 -0.1
0.5 -0.1 0.1

Results
- frontier orbital gap (eV) = 10.701
- strongest force on any atom (eV Å⁻¹) = 1.57
- total energy (eV) = -9845.2208
- HOMO energy (eV) = -9.850
- ΔE to the lowest compared entry with this formula, charge and spin (kcal/mol) = 47.5